# 1
{
  "formula": "C46H47Cl2N2O7",
  "method": "the ωB97M-V functional and the def2-TZVPD basis",
  "multiplicity": 1,
  "max_force_ha_per_bohr": 0.029,
  "energy_ha": -3337.43880,
  "total_charge": 1,
  "e_lumo_ev": -2.93,
  "gap_ev": 8.40,
  "symbols": ["C", "C", "C", "C", "C", "C", "N", "C", "O", "C", "C", "Cl", "C", "C", "Cl", "C", "C", "N", "C", "O", "C", "C", "O", "C", "C", "H", "H", "H", "H", "H", "H", "H", "H", "H", "H", "H", "H", "H", "H", "H", "H", "H", "H", "H", "H", "H", "H", "H", "H", "H", "H", "H", "H", "H", "H", "H", "C", "C", "C", "C", "C", "C", "C", "O", "C", "C", "C", "C", "C", "C", "C", "O", "H", "H", "H", "H", "H", "H", "H", "H", "C", "C", "C", "C", "C", "C", "C", "O", "C", "C", "C", "C", "C", "C", "C", "O", "H", "H", "H", "H", "H", "H", "H", "H"],
  "positions_angstrom": [[3.1789, -1.4183, -1.1035], [1.7769, -1.0467, -1.6279], [1.8104, -0.3536, -2.9924], [2.5348, 1.0121, -2.9981], [1.7249, 2.2915, -3.3344], [1.6147, 3.2387, -2.1274], [1.3030, 4.5941, -2.6441], [1.5450, 5.5598, -1.9255], [1.7096, 6.4638, -1.2408], [0.5387, 2.7135, -1.1733], [0.5440, 3.3653, 0.1847], [-0.7088, 4.5207, 0.5090], [1.4689, 3.0944, 1.1063], [2.6102, 2.1387, 0.9300], [1.4440, 3.8863, 2.6479], [-0.8022, 2.8143, -1.9080], [-0.7619, 1.8139, -3.0554], [0.3906, 2.0460, -3.9763], [0.0268, 3.1141, -4.9665], [-0.9418, 2.5481, -5.7707], [-1.9897, 3.4437, -6.2038], [-3.0071, 3.7939, -5.1485], [-3.8535, 2.7147, -4.8811], [-4.8073, 3.0072, -3.8574], [-4.5146, 2.2378, -2.5601], [3.4617, -0.8461, -0.2252], [3.1779, -2.4583, -0.7990], [3.9117, -1.2676, -1.8892], [1.2232, -1.9697, -1.7840], [1.1902, -0.4790, -0.9056], [0.8014, -0.3462, -3.4000], [2.3738, -1.0247, -3.6364], [3.3470, 0.9499, -3.7149], [3.0232, 1.1572, -2.0390], [2.3106, 2.8549, -4.0527], [2.5766, 3.2742, -1.6299], [0.7175, 1.6462, -1.0436], [2.2568, 1.2539, 0.4008], [3.4044, 2.5779, 0.3318], [2.9942, 1.8075, 1.8842], [-0.9943, 3.8257, -2.2471], [-1.5857, 2.5218, -1.2175], [-1.6966, 1.8751, -3.6004], [-0.7479, 0.8214, -2.6184], [0.4713, 1.2088, -4.5588], [-0.2711, 4.0251, -4.4589], [0.9057, 3.3468, -5.5682], [-1.5256, 4.3677, -6.5498], [-2.4503, 2.9528, -7.0523], [-2.4848, 4.0708, -4.2207], [-3.5292, 4.7005, -5.4658], [-5.7776, 2.6985, -4.2352], [-4.8692, 4.0755, -3.6620], [-3.5331, 1.7810, -2.6072], [-5.2292, 1.4385, -2.4113], [-4.5549, 2.9136, -1.7107], [-0.4234, -1.5528, 6.2036], [-0.1609, -1.0785, 4.9227], [1.1393, -1.0767, 4.4438], [2.1771, -1.5365, 5.2390], [1.9154, -1.9950, 6.5304], [0.6110, -2.0104, 7.0053], [3.0244, -2.4537, 7.4165], [2.7985, -2.8571, 8.5361], [4.4156, -2.3925, 6.8840], [5.4701, -2.7635, 7.7075], [6.7683, -2.7257, 7.2273], [7.0192, -2.3248, 5.9195], [5.9729, -1.9489, 5.0948], [4.6691, -1.9729, 5.5746], [3.5602, -1.5361, 4.6857], [3.7687, -1.1835, 3.5398], [-1.4379, -1.5618, 6.5788], [-0.9695, -0.7138, 4.3033], [1.3565, -0.7129, 3.4533], [0.4116, -2.3764, 8.0027], [5.2696, -3.0779, 8.7219], [7.5885, -3.0111, 7.8720], [8.0340, -2.3029, 5.5458], [6.1623, -1.6328, 4.0788], [-6.3528, -3.4413, -2.3498], [-6.2896, -4.7205, -1.8079], [-5.3147, -5.0349, -0.8759], [-4.3913, -4.0735, -0.4881], [-4.4421, -2.7932, -1.0478], [-5.4312, -2.4800, -1.9719], [-3.4370, -1.7627, -0.6802], [-3.4671, -0.6442, -1.1577], [-2.3708, -2.1354, 0.2885], [-1.3935, -1.2024, 0.6056], [-0.3972, -1.5206, 1.5090], [-0.3687, -2.7737, 2.1140], [-1.3401, -3.7102, 1.7956], [-2.3391, -3.3972, 0.8802], [-3.3594, -4.4282, 0.5283], [-3.3435, -5.5202, 1.0512], [-7.1206, -3.1973, -3.0715], [-7.0041, -5.4728, -2.1130], [-5.2640, -6.0262, -0.4481], [-5.4726, -1.4856, -2.3937], [-1.4174, -0.2272, 0.1378], [0.3611, -0.7877, 1.7400], [0.4082, -3.0237, 2.8212], [-1.3255, -4.6902, 2.2515]],
  "forces_ev_per_angstrom": [[-0.6, 0.2, 0.1], [0.0, -0.3, -0.3], [0.5, -0.2, 0.3], [-0.6, -0.3, -0.3], [1.0, 0.3, 0.7], [-0.5, -0.1, -0.5], [0.3, 0.1, 0.5], [-0.5, -1.0, -0.2], [0.3, 0.9, 0.2], [-0.5, 0.5, -0.2], [0.1, 0.2, 0.2], [0.0, 0.0, -0.1], [0.1, 0.3, 0.4], [-0.5, -0.3, -0.4], [0.0, -0.1, -0.2], [0.6, -0.6, 0.1], [-1.0, 0.3, 1.1], [-0.2, 0.1, -0.2], [0.0, 0.2, -0.8], [-0.5, 0.0, 0.1], [0.3, 0.1, 0.0], [0.5, -0.1, 0.4], [-0.1, 0.1, -0.2], [-0.2, -0.6, 0.3], [-0.1, 0.4, -0.3], [0.1, 0.2, 0.0], [0.2, -0.2, 0.0], [0.3, -0.1, 0.0], [-0.2, -0.1, 0.1], [0.0, 0.1, 0.1], [-0.1, 0.2, -0.1], [0.0, 0.0, -0.2], [0.1, 0.1, -0.1], [0.0, 0.1, 0.2], [-0.1, 0.0, -0.4], [0.3, -0.2, -0.1], [0.2, -0.1, 0.2], [0.1, -0.1, -0.1], [0.2, 0.1, 0.1], [0.2, 0.1, 0.2], [-0.1, 0.1, 0.0], [-0.3, -0.1, -0.1], [0.2, 0.0, -0.6], [0.4, -0.3, -0.2], [0.1, -0.1, 0.0], [-0.2, -0.1, 0.3], [0.3, -0.1, 0.2], [0.0, 0.1, -0.1], [-0.1, -0.1, -0.1], [0.1, 0.2, 0.1], [-0.3, -0.1, -0.2], [-0.1, 0.0, -0.2], [0.2, 0.2, -0.1], [0.1, -0.1, 0.1], [-0.1, -0.1, 0.1], [0.0, -0.1, 0.2], [0.0, 0.0, 0.0], [0.1, 0.0, 0.2], [-0.3, 0.1, 0.2], [0.1, 0.0, 0.0], [0.0, 0.0, -0.1], [-0.1, 0.0, 0.0], [0.0, -0.1, 0.2], [0.0, 0.0, 0.0], [0.0, 0.1, -0.1], [0.1, 0.0, 0.0], [0.0, 0.0, -0.1], [0.0, 0.0, 0.0], [0.1, 0.0, 0.0], [-0.1, 0.0, 0.1], [0.1, 0.0, -0.2], [0.0, 0.0, 0.0], [0.0, 0.0, 0.0], [0.0, 0.0, 0.0], [0.2, 0.0, 0.0], [0.1, 0.0, 0.0], [-0.1, 0.0, 0.0], [0.0, 0.0, 0.0], [0.0, 0.0, 0.0], [-0.1, 0.0, 0.0], [0.0, 0.0, 0.0], [0.0, 0.1, 0.0], [-0.1, -0.1, -0.1], [0.1, 0.1, 0.0], [0.0, 0.0, 0.1], [-0.1, 0.0, -0.1], [0.0, 0.1, 0.0], [0.0, 0.1, -0.1], [0.0, -0.1, 0.0], [0.2, 0.1, 0.1], [0.0, -0.1, -0.1], [-0.1, -0.1, -0.2], [0.1, 0.0, 0.1], [0.0, 0.0, 0.0], [0.0, -0.2, 0.1], [0.0, 0.0, 0.0], [0.0, 0.0, 0.0], [0.0, 0.0, 0.0], [0.1, 0.0, 0.1], [0.1, 0.0, 0.0], [-0.1, 0.0, 0.0], [0.1, 0.1, 0.0], [0.0, 0.0, 0.0], [-0.1, 0.0, 0.0]],
  "mulliken_charge": [-1.50, 0.69, -1.28, -0.97, -0.21, -0.60, -0.56, 0.60, -0.39, 2.43, -0.71, -0.12, 0.55, -0.78, -0.19, -1.67, -0.73, 0.45, -0.58, -0.46, -0.86, -0.07, -0.42, -0.65, -0.40, 0.36, 0.37, 0.38, 0.57, -0.75, 0.53, 0.37, 0.48, 0.40, 0.61, 1.09, -1.44, -0.25, 0.30, 0.60, 0.36, 0.81, 0.45, -0.06, 0.55, 0.49, 0.46, 0.38, 0.42, 0.11, 0.55, 0.44, 0.35, -0.13, 0.24, 0.39, -0.74, -0.18, -0.79, 0.15, 0.40, -0.64, 0.48, -0.65, 0.17, -0.53, -0.51, -0.49, -0.54, 0.19, 0.50, -0.71, 0.42, 0.52, 0.74, 0.51, 0.49, 0.41, 0.41, 0.47, -0.62, -0.53, -0.60, 0.33, 0.03, -0.36, 0.42, -0.63, 0.23, -0.79, -0.49, -0.36, -0.85, 0.23, 0.56, -0.66, 0.43, 0.40, 0.49, 0.48, 0.72, 0.29, 0.68, 0.51]
}

=====

# 2
{
  "formula": "C4H6FN2",
  "method": "the ωB97M-V functional and the def2-TZVPD basis",
  "multiplicity": 1,
  "max_force_ha_per_bohr": 0.165,
  "energy_ha": -364.95589,
  "total_charge": 1,
  "e_lumo_ev": -5.00,
  "gap_ev": 6.19,
  "relative_energy_kcal_mol": 106.8,
  "symbols": ["C", "C", "C", "C", "N", "N", "F", "H", "H", "H", "H", "H", "H"],
  "positions_angstrom": [[-6.4105, -1.5027, 0.8721], [6.5452, -0.6215, -0.5600], [7.8456, -0.6532, -0.2898], [-5.8562, 2.7140, -0.3625], [-6.1366, 1.7200, 0.2093], [-6.5807, -0.4902, 1.2928], [-6.2770, -2.6891, 0.5607], [5.8706, 0.0254, -0.0909], [6.2012, -1.2107, -1.3367], [8.4072, -1.3489, -0.9479], [8.3547, -0.3985, 0.6031], [-5.6744, 3.6788, -0.6394], [-6.2892, 0.7765, 0.6893]],
  "forces_ev_per_angstrom": [[0.5, -5.1, -1.1], [1.8, 0.9, 0.8], [-0.2, -2.4, -1.2], [-2.1, -7.0, 4.3], [2.0, 6.4, -4.0], [-0.5, 4.8, 1.5], [0.1, -0.5, -0.4], [-1.0, 0.6, 1.0], [-0.8, -0.8, -1.7], [0.0, 0.6, 0.6], [0.2, 1.1, 0.5], [0.5, 2.3, -1.1], [-0.5, -0.8, 0.8]],
  "mulliken_charge": [0.35, -0.47, -0.49, 0.04, -0.02, -0.23, -0.11, 0.26, 0.22, 0.18, 0.29, 0.42, 0.54]
}

=====

# 3
{
  "formula": "C4H5Cl",
  "method": "the ωB97M-V functional and the def2-TZVPD basis",
  "multiplicity": 1,
  "max_force_ha_per_bohr": 0.102,
  "energy_ha": -615.42252,
  "total_charge": 0,
  "e_lumo_ev": 0.24,
  "gap_ev": 10.28,
  "relative_energy_kcal_mol": 83.6,
  "symbols": ["C", "C", "C", "C", "Cl", "H", "H", "H", "H", "H"],
  "positions_angstrom": [[0.5598, -2.3971, 1.1667], [0.4581, -1.3243, 0.6255], [-0.7527, 1.1576, -0.3371], [0.4333, 0.4045, -0.6209], [2.0017, 1.1683, -0.4337], [0.4889, -3.2002, 1.8741], [-0.8658, 1.9357, 0.5663], [-1.5303, 0.4468, -0.1137], [-1.0472, 1.8275, -1.1633], [0.2541, -0.0189, -1.5638]],
  "forces_ev_per_angstrom": [[-0.4, 0.2, 0.7], [0.1, 3.2, -2.8], [-2.5, 3.6, 3.0], [1.7, -2.7, 2.9], [-0.6, -0.3, -0.2], [0.2, 0.0, -0.4], [1.1, -2.0, -1.5], [-0.5, -0.2, -0.4], [0.2, -0.7, -0.2], [0.7, -1.2, -1.1]],
  "mulliken_charge": [-0.09, -0.58, -1.00, 0.18, -0.13, 0.39, 0.29, 0.30, 0.33, 0.33]
}

=====

What did the third record say?
{
  "formula": "C4H5Cl",
  "method": "the ωB97M-V functional and the def2-TZVPD basis",
  "multiplicity": 1,
  "max_force_ha_per_bohr": 0.102,
  "energy_ha": -615.42252,
  "total_charge": 0,
  "e_lumo_ev": 0.24,
  "gap_ev": 10.28,
  "relative_energy_kcal_mol": 83.6,
  "symbols": ["C", "C", "C", "C", "Cl", "H", "H", "H", "H", "H"],
  "positions_angstrom": [[0.5598, -2.3971, 1.1667], [0.4581, -1.3243, 0.6255], [-0.7527, 1.1576, -0.3371], [0.4333, 0.4045, -0.6209], [2.0017, 1.1683, -0.4337], [0.4889, -3.2002, 1.8741], [-0.8658, 1.9357, 0.5663], [-1.5303, 0.4468, -0.1137], [-1.0472, 1.8275, -1.1633], [0.2541, -0.0189, -1.5638]],
  "forces_ev_per_angstrom": [[-0.4, 0.2, 0.7], [0.1, 3.2, -2.8], [-2.5, 3.6, 3.0], [1.7, -2.7, 2.9], [-0.6, -0.3, -0.2], [0.2, 0.0, -0.4], [1.1, -2.0, -1.5], [-0.5, -0.2, -0.4], [0.2, -0.7, -0.2], [0.7, -1.2, -1.1]],
  "mulliken_charge": [-0.09, -0.58, -1.00, 0.18, -0.13, 0.39, 0.29, 0.30, 0.33, 0.33]
}

=====

What did the third record say?
{
  "formula": "C4H5Cl",
  "method": "the ωB97M-V functional and the def2-TZVPD basis",
  "multiplicity": 1,
  "max_force_ha_per_bohr": 0.102,
  "energy_ha": -615.42252,
  "total_charge": 0,
  "e_lumo_ev": 0.24,
  "gap_ev": 10.28,
  "relative_energy_kcal_mol": 83.6,
  "symbols": ["C", "C", "C", "C", "Cl", "H", "H", "H", "H", "H"],
  "positions_angstrom": [[0.5598, -2.3971, 1.1667], [0.4581, -1.3243, 0.6255], [-0.7527, 1.1576, -0.3371], [0.4333, 0.4045, -0.6209], [2.0017, 1.1683, -0.4337], [0.4889, -3.2002, 1.8741], [-0.8658, 1.9357, 0.5663], [-1.5303, 0.4468, -0.1137], [-1.0472, 1.8275, -1.1633], [0.2541, -0.0189, -1.5638]],
  "forces_ev_per_angstrom": [[-0.4, 0.2, 0.7], [0.1, 3.2, -2.8], [-2.5, 3.6, 3.0], [1.7, -2.7, 2.9], [-0.6, -0.3, -0.2], [0.2, 0.0, -0.4], [1.1, -2.0, -1.5], [-0.5, -0.2, -0.4], [0.2, -0.7, -0.2], [0.7, -1.2, -1.1]],
  "mulliken_charge": [-0.09, -0.58, -1.00, 0.18, -0.13, 0.39, 0.29, 0.30, 0.33, 0.33]
}